Version P
DFT (ωB97M-V/def2-TZVPD) results for a cluster of 2 separate species, C4H9N3O2 in total.

Atoms and positions in Å:
H 2.26235 0.54561 0.11637
H 2.35221 -0.74631 1.14446
O 1.08861 0.59175 -1.66850
H 0.43093 -1.77434 1.95560
H -0.86735 -1.18930 -2.14832
H -1.55323 0.44093 -2.20056
H 0.29666 -2.37944 0.28217
H -1.06193 -1.50807 1.05195
C -0.74756 2.11901 0.10775
C 0.02209 -1.56549 0.96347
H -1.85804 -0.56560 -0.78635
H 0.08460 1.68715 1.76597
C -1.11667 -0.31443 -1.54371
N 1.79529 0.07162 0.89946
N -0.79798 1.65372 1.25429
N 0.52133 -0.30005 0.45405
O -0.99448 2.95421 -0.70087
C 0.14316 0.27904 -0.94721

The calculation puts the HOMO energy (spin up / spin down) at -7.7 / -7.7 eV. The LUMO energy (spin up / spin down) is -0.4 / -0.4 eV. As for the orbital gap (spin up / spin down): 7.3 / 7.3 eV. The SMILES is CC(=O)N(C)N.N=C=O.

Version Q
DFT (ωB97M-V/def2-TZVPD) results for a cluster of 2 separate species, C4H9N3O2 in total.

Atoms and positions in Å:
N 0.66235 -0.14094 1.10892
N 1.34443 -2.06917 -0.21634
H -1.93296 -1.46602 -3.21179
H 1.68090 1.81349 1.12752
H 2.32942 -0.14642 0.04492
H -0.90951 -0.02454 -3.63264
H -0.87367 -0.14918 2.52420
C 0.76890 1.34625 1.27480
H -0.67577 -1.69199 1.55571
H -2.05365 -0.57235 -1.03113
O 2.06142 -2.44062 -1.11030
C -1.37608 -0.60109 -2.81670
H 0.11827 1.68990 0.57837
N -1.45570 -0.12788 -1.65183
O 0.43631 -2.79853 0.30926
H 0.23539 1.59818 2.18076
C -0.30657 -0.71188 1.81113
C 1.45339 -0.73836 0.17475

The calculation puts the HOMO energy (spin up / spin down) at -8.0 / -8.0 eV. The LUMO energy (spin up / spin down) is 0.0 / 0.0 eV. As for the orbital gap (spin up / spin down): 8.0 / 8.0 eV.

version P comes first in stability; the runner-up is 73.0 kcal/mol higher.

Version P
DFT (ωB97M-V/def2-TZVPD) results for a cluster of 2 separate species, C11H19NOSi in total.

Atoms and positions in Å:
H 0.60098 -1.96259 -1.24754
H 5.05508 -0.93344 0.41724
C -2.47394 1.26477 1.63326
H -3.15523 0.39025 -2.31936
H -3.11647 2.01666 1.30727
C 1.98092 -0.43955 -0.84647
C 3.60052 -2.39924 0.17090
H -4.07976 -1.19614 1.46068
H 2.19608 2.45011 0.81686
H 1.94290 -3.77136 -0.13124
C 1.12407 1.86023 -1.01565
H -3.68118 1.65320 -1.22566
O -0.66401 -0.27057 0.02240
C -3.41352 0.58543 -1.28387
H 1.88511 2.33027 -1.73177
H -1.53977 1.64786 1.90809
N 1.00857 0.43942 -1.29758
H 0.22398 2.30278 -1.51523
C -3.23667 -1.54265 0.84818
H -4.38201 0.04811 -1.04276
H 3.48934 0.89314 -0.04346
H 4.20468 -3.19684 0.38817
C 3.19024 -0.06508 -0.23572
C 4.03942 -1.10269 0.06058
Si -2.15872 -0.05647 0.16204
H -3.70932 -2.15838 -0.00439
H 0.62002 3.28907 0.48195
C 1.63372 -1.82263 -0.86848
C 1.14735 2.29544 0.48649
C 2.38505 -2.79747 -0.28903
H -2.77264 0.78943 2.60064
H -2.46308 -2.08819 1.37487
H 0.51829 1.54712 0.95860

The calculation puts the HOMO energy (spin up / spin down) at -8.4 / -8.6 eV. The LUMO energy (spin up / spin down) is -2.4 / -2.2 eV. As for the orbital gap (spin up / spin down): 6.0 / 6.4 eV.

Version Q
DFT (ωB97M-V/def2-TZVPD) results for a cluster of 2 separate species, C11H19NOSi in total.

Atoms and positions in Å:
H -2.88824 -2.69518 0.44156
H 2.91681 2.37033 0.41527
C 0.43537 -0.99424 -1.13026
H 3.43530 -2.19282 -2.16596
C 2.41275 -1.84815 -2.22555
H 2.27615 -2.13721 -4.34364
O -2.01277 -0.85158 0.48926
H -3.50538 -1.55598 1.66302
C 0.44961 -1.38595 -3.51494
C -2.60856 -1.92028 1.15796
C 1.76271 -1.81913 -3.44796
H 1.06972 1.43064 -0.88415
H 2.34445 0.87661 1.17717
C 2.08647 1.90485 0.94167
N -0.30031 1.25247 0.65555
H -0.06411 -1.36639 -4.46535
H 1.92142 2.44781 1.86955
H -1.94041 0.48145 2.79617
H -2.56093 2.11352 3.06756
H -1.13785 3.02279 1.31155
H -1.92408 -2.34658 1.89215
C 1.75198 -1.44122 -1.08165
C -2.16159 1.43156 2.31965
C 0.83898 1.92348 0.06170
C -0.20577 -0.98020 -2.36571
H 0.55865 2.96080 -0.15477
H -0.17290 2.17501 2.53154
H 2.25757 -1.47076 -0.12843
H -2.91100 1.27165 1.55131
H -1.23240 -0.64565 -2.42639
H 0.46764 -1.61503 1.84560
Si -0.45729 -0.42878 0.42306
C -0.90199 2.03217 1.72348

The calculation puts the HOMO energy at -8.5 eV. The LUMO energy is 0.9 eV. As for the orbital gap: 9.4 eV.

version Q comes first in stability; the runner-up is 99.3 kcal/mol higher.

Version P
DFT (ωB97M-V/def2-TZVPD) results for a cluster of 2 separate species, C3H3IS in total.

Atoms and positions in Å:
S -0.22556 -1.66220 -0.08556
H 1.03083 0.20939 -0.98342
C -0.66882 0.87832 -0.29622
H -2.25399 2.42350 -0.24096
I 3.61134 -1.55553 0.31318
H 2.75517 -2.46080 1.20260
C -1.50994 1.74668 -0.22467
C 0.19501 -0.12914 -0.46082

The calculation puts the HOMO energy at -9.0 eV. The LUMO energy is -1.3 eV. As for the orbital gap: 7.8 eV. The SMILES is C#CC=S.I.

Version Q
DFT (ωB97M-V/def2-TZVPD) results for the molecule C3H3IS.

Atoms and positions in Å:
S 0.72394 -1.44012 0.06745
H 2.57760 0.07166 -0.32184
C -2.15209 -0.24548 -0.07927
C -1.11089 -0.80625 -0.06520
C 1.47776 0.19207 0.01318
I -3.83107 0.77914 0.00292
H 0.85758 0.73114 -0.58451
H 1.45717 0.71784 0.96727

The calculation puts the HOMO energy at -8.8 eV. The LUMO energy is 0.4 eV. As for the orbital gap: 9.2 eV. The SMILES is CSC#CI.

version Q comes first in stability; the runner-up is 5.2 kcal/mol higher.